i | {"formula": "C5H11N3O", "method": "ωB97M-V/def2-TZVPD", "e_lumo_ev": 0.853, "smiles": "NC[C@H]1CN1/N=C\\CO", "homo_lumo_gap_ha": 0.3563, "homo_energy_ev": -8.84, "elements": ["C", "C", "C", "C", "C", "H", "H", "H", "H", "H", "H", "H", "H", "H", "H", "H", "N", "N", "N", "O"], "positions_angstrom": [[2.55, 0.21, 0.64], [1.29, 0.26, -0.23], [0.26, -0.80, -0.47], [-2.25, 1.09, -0.20], [-2.80, -0.15, 0.44], [3.37, -0.36, -1.17], [4.14, -0.98, 0.16], [2.74, 1.19, 1.19], [2.44, -0.62, 1.39], [1.58, 0.93, -1.11], [0.30, -1.67, 0.19], [-0.07, -1.08, -1.48], [-2.92, 1.88, -0.53], [-2.94, 0.12, 1.53], [-2.00, -0.88, 0.41], [-4.49, -0.09, -0.54], [3.78, -0.05, -0.22], [-0.05, 0.42, 0.27], [-0.97, 1.29, -0.24], [-3.97, -0.73, -0.04]], "lowdin_charge": [-0.244, -0.295, -0.095, -0.116, -0.273, 0.081, 0.072, 0.120, 0.112, 0.154, 0.099, 0.122, 0.111, 0.138, 0.091, 0.087, -0.044, -0.101, 0.031, -0.052]}

---

ii | {"formula": "C5H11N3O", "method": "ωB97M-V/def2-TZVPD", "e_lumo_ev": 0.781, "smiles": "C=CCN(O)/C=N\\NC", "homo_lumo_gap_ha": 0.3292, "homo_energy_ev": -8.18, "elements": ["C", "C", "C", "C", "C", "H", "H", "H", "H", "H", "H", "H", "H", "H", "H", "H", "N", "N", "N", "O"], "positions_angstrom": [[-1.42, -1.77, -0.59], [-1.20, 1.20, -0.19], [0.82, 0.02, 0.72], [2.17, -0.36, 0.10], [2.46, -1.62, -0.13], [-0.64, -2.51, -0.43], [-2.28, -2.32, -0.87], [-1.14, -1.20, -1.46], [-2.61, -1.27, 0.73], [-1.54, 2.18, -0.66], [1.23, 2.39, -1.08], [0.90, 0.44, 1.69], [0.33, -0.87, 0.57], [2.83, 0.46, -0.22], [1.85, -2.45, 0.26], [3.39, -1.91, -0.66], [-1.76, -0.85, 0.57], [-2.17, 0.45, 0.14], [0.17, 1.01, -0.14], [0.87, 2.25, -0.16]], "lowdin_charge": [-0.085, -0.210, -0.150, -0.146, -0.007, 0.067, 0.058, 0.072, 0.048, 0.142, 0.133, 0.121, 0.034, 0.101, 0.063, 0.064, -0.129, 0.009, -0.147, -0.037]}

---

iii | {"formula": "C5H11N3O", "method": "ωB97M-V/def2-TZVPD", "e_lumo_ev": [0.167, 0.168], "homo_lumo_gap_ha": [0.2905, 0.2906], "homo_energy_ev": [-7.74, -7.74], "elements": ["C", "C", "O", "N", "H", "H", "H", "H", "H", "C", "C", "N", "C", "N", "H", "H", "H", "H", "H", "H"], "positions_angstrom": [[0.09, 1.19, -2.54], [1.78, 1.61, 0.48], [0.42, 1.94, -1.43], [0.88, 1.03, -0.19], [-0.98, 1.01, -2.59], [0.51, 1.66, -3.44], [0.56, 0.15, -2.42], [1.97, 1.30, 1.50], [2.36, 2.43, 0.06], [-1.24, -2.14, 0.59], [-0.67, -0.19, 1.98], [-0.65, -0.82, 0.67], [0.38, -0.56, -0.20], [0.89, -1.08, -1.18], [0.00, -0.69, 2.70], [-0.69, -2.87, 1.20], [-2.27, -2.09, 0.95], [-1.25, -2.47, -0.44], [-1.69, -0.25, 2.38], [-0.39, 0.85, 1.90]], "lowdin_charge": [-0.167, 0.056, -0.097, 0.017, 0.084, 0.090, 0.052, 0.095, 0.099, -0.069, -0.073, -0.198, -0.484, 0.100, 0.088, 0.089, 0.083, 0.081, 0.085, 0.067]}

---

i is preferred energetically. Next in line: 98.8 kJ/mol higher.

---

i | {"formula": "C6H9N2O2", "method": "ωB97M-V/def2-TZVPD", "e_lumo_ev": 3.789, "total_charge": -1, "homo_lumo_gap_ha": 0.3072, "homo_energy_ev": -4.57, "elements": ["C", "C", "C", "C", "N", "N", "H", "H", "H", "H", "H", "H", "C", "C", "O", "O", "H", "H", "H"], "positions_angstrom": [[2.36, 1.76, -2.08], [1.52, -0.88, 0.14], [0.63, 1.06, -0.26], [1.67, 0.84, -1.13], [0.51, -0.06, 0.51], [2.26, -0.38, -0.85], [-0.41, -0.32, 1.27], [1.67, -1.82, 0.64], [-0.06, 1.88, -0.21], [1.69, 2.26, -2.76], [3.09, 1.17, -2.65], [3.02, 2.43, -1.49], [-2.73, -1.28, 0.65], [-2.37, -0.90, 2.07], [-1.15, -0.52, 2.30], [-3.19, -1.07, 2.96], [-1.90, -1.05, -0.02], [-3.65, -0.80, 0.31], [-2.97, -2.33, 0.61]], "lowdin_charge": [-0.085, -0.252, -0.117, -0.408, 0.002, 0.045, 0.052, 0.098, 0.095, 0.053, 0.059, 0.068, -0.024, -0.696, -0.058, -0.028, 0.056, 0.069, 0.070]}

---

ii | {"formula": "C6H9N2O2", "method": "ωB97M-V/def2-TZVPD", "e_lumo_ev": 3.671, "total_charge": -1, "homo_lumo_gap_ha": 0.2977, "homo_energy_ev": -4.43, "elements": ["C", "C", "C", "C", "N", "N", "H", "H", "H", "H", "H", "H", "C", "C", "O", "O", "H", "H", "H"], "positions_angstrom": [[-2.11, 2.28, -1.98], [-2.19, -0.23, 0.68], [-0.50, 0.60, -0.63], [-1.75, 1.29, -0.87], [-0.80, -0.23, 0.43], [-2.75, 0.74, -0.09], [-0.25, -1.09, 0.47], [-2.51, -0.93, 1.40], [0.47, 0.57, -1.09], [-1.72, 3.37, -1.86], [-3.10, 2.18, -2.24], [-1.46, 1.92, -2.83], [2.30, -0.09, 1.52], [2.37, -1.22, 0.46], [1.31, -1.87, 0.52], [3.40, -1.36, -0.13], [2.39, -0.62, 2.42], [1.35, 0.52, 1.54], [3.21, 0.50, 1.54]], "lowdin_charge": [-0.080, -0.151, -0.045, -0.346, 0.014, 0.033, 0.071, 0.086, 0.109, 0.090, 0.021, 0.074, -0.054, -0.838, -0.110, -0.013, 0.032, 0.060, 0.045]}

---

i is preferred energetically. Next in line: 120.4 kJ/mol higher.

---

i | {"formula": "C7H10S", "method": "ωB97M-V/def2-TZVPD", "e_lumo_ev": 0.998, "smiles": "C[C@@H]1C[C@H]2SC=C[C@@H]12", "homo_lumo_gap_ha": 0.3299, "homo_energy_ev": -7.98, "elements": ["C", "C", "C", "C", "C", "C", "C", "S", "H", "H", "H", "H", "H", "H", "H", "H", "H", "H"], "positions_angstrom": [[1.17, 1.54, -0.06], [2.42, 1.12, -0.24], [-0.01, -1.39, -0.44], [0.18, 0.56, 0.50], [-0.85, -0.11, -0.45], [0.95, -0.81, 0.61], [-2.34, -0.12, 0.14], [2.61, -0.69, -0.01], [0.88, 2.48, -0.24], [3.27, 1.69, -0.63], [-0.46, -2.38, -0.42], [0.74, -1.33, -1.43], [-0.17, 0.96, 1.46], [-0.91, 0.47, -1.30], [0.93, -1.41, 1.45], [-2.42, -0.44, 1.19], [-3.07, -0.89, -0.20], [-2.94, 0.73, 0.06]], "lowdin_charge": [-0.148, -0.320, -0.161, -0.248, -0.273, -0.544, -0.053, 0.881, 0.064, 0.068, 0.105, 0.138, 0.142, 0.098, 0.068, 0.074, 0.074, 0.035]}

---

ii | {"formula": "C7H10S", "method": "ωB97M-V/def2-TZVPD", "e_lumo_ev": 0.838, "smiles": "CC1=C(CS)C=CC1", "homo_lumo_gap_ha": 0.3337, "homo_energy_ev": -8.24, "elements": ["C", "C", "C", "C", "C", "C", "C", "S", "H", "H", "H", "H", "H", "H", "H", "H", "H", "H"], "positions_angstrom": [[1.17, -1.16, 0.81], [2.21, -0.37, 0.50], [-0.07, -0.50, 0.39], [0.25, 0.71, -0.16], [1.70, 0.84, -0.19], [-0.77, 1.67, -0.93], [-1.68, -1.12, 0.72], [-2.65, -1.57, -0.71], [1.32, -1.94, 1.49], [3.34, -0.35, 0.73], [1.89, 1.94, 0.13], [2.05, 0.97, -1.27], [-1.42, 1.28, -1.76], [-0.12, 2.57, -1.14], [-1.44, 2.07, -0.08], [-2.26, -0.41, 1.15], [-1.63, -1.92, 1.35], [-1.90, -2.71, -1.04]], "lowdin_charge": [-0.075, -0.109, -0.137, -0.278, -0.214, -0.045, -0.477, 0.663, 0.088, 0.131, 0.158, 0.151, 0.072, 0.069, 0.087, -0.001, 0.018, -0.102]}

---

iii | {"formula": "C7H10S", "method": "ωB97M-V/def2-TZVPD", "e_lumo_ev": 0.764, "homo_lumo_gap_ha": 0.3381, "homo_energy_ev": -8.44, "elements": ["C", "C", "C", "C", "C", "C", "C", "H", "H", "H", "H", "H", "H", "H", "H", "H", "H", "S"], "positions_angstrom": [[-1.38, -0.42, 1.40], [-0.97, 0.11, -0.11], [-1.32, -0.91, -1.15], [0.07, -0.36, -1.20], [1.26, 0.13, -0.30], [2.22, -0.47, 0.27], [1.05, 1.62, -0.18], [-2.71, -0.63, 1.23], [-1.30, 0.53, 2.36], [-0.73, -1.40, 1.58], [-1.82, -0.99, -2.16], [-1.29, -2.00, -0.67], [0.05, 0.32, -2.09], [2.23, -1.46, 0.00], [2.73, -0.08, 1.28], [1.24, 1.75, 0.85], [1.55, 2.33, -0.91], [-0.87, 1.93, -0.22]], "lowdin_charge": [-0.114, -0.754, -0.126, -0.203, -0.402, 0.028, -0.331, 0.153, 0.143, 0.079, 0.130, 0.138, 0.122, 0.033, 0.133, 0.044, 0.104, 0.825]}

---

i is preferred energetically. Next in line: 19.2 kJ/mol higher.

---

i | {"formula": "C3H7N3", "method": "ωB97M-V/def2-TZVPD", "e_lumo_ev": 0.798, "homo_lumo_gap_ha": 0.3628, "homo_energy_ev": -9.07, "elements": ["C", "C", "N", "N", "C", "N", "H", "H", "H", "H", "H", "H", "H"], "positions_angstrom": [[-0.06, -0.93, 0.54], [-0.13, 1.40, -0.30], [-0.40, -0.04, -0.54], [1.66, -0.84, 0.30], [-1.76, -0.46, -0.38], [-2.89, -0.64, -0.64], [2.28, -0.07, 0.55], [1.81, -1.17, -0.66], [-0.20, -0.59, 1.56], [-0.17, -2.00, 0.34], [0.45, 1.59, 0.60], [0.45, 1.77, -1.15], [-1.06, 1.96, -0.22]], "lowdin_charge": [-0.173, -0.052, -0.141, -0.025, -0.318, 0.167, 0.022, 0.029, 0.115, 0.118, 0.080, 0.087, 0.090]}

---

ii | {"formula": "C3H7N3", "method": "ωB97M-V/def2-TZVPD", "e_lumo_ev": 0.904, "smiles": "[H]/N=C/C(N)=C/N", "homo_lumo_gap_ha": 0.3106, "homo_energy_ev": -7.55, "elements": ["C", "N", "N", "C", "C", "N", "H", "H", "H", "H", "H", "H", "H"], "positions_angstrom": [[-0.09, 0.26, -0.08], [0.72, 1.39, -0.12], [1.46, -1.30, -1.10], [0.26, -1.00, -0.48], [-1.26, 0.26, 0.79], [-1.70, 1.26, 1.47], [0.20, 2.18, 0.26], [1.10, 1.54, -1.05], [2.21, -0.68, -0.80], [1.72, -2.28, -1.04], [-2.61, 1.03, 1.89], [-0.47, -1.79, -0.62], [-1.53, -0.88, 0.88]], "lowdin_charge": [-0.382, 0.089, 0.048, -0.181, -0.251, 0.062, 0.080, 0.089, 0.084, 0.087, 0.039, 0.112, 0.124]}

---

iii | {"formula": "C3H7N3", "method": "ωB97M-V/def2-TZVPD", "e_lumo_ev": 0.332, "homo_lumo_gap_ha": 0.3570, "homo_energy_ev": -9.38, "elements": ["C", "C", "C", "N", "N", "N", "H", "H", "H", "H", "H", "H", "H"], "positions_angstrom": [[2.03, 0.18, 0.05], [-0.54, 0.94, 0.41], [0.62, -0.12, -0.07], [3.16, 0.33, -0.06], [-1.91, 0.57, 0.26], [0.45, -1.50, 0.13], [-0.47, 1.91, -0.14], [-0.44, 1.24, 1.51], [0.61, 0.13, -1.62], [-2.11, 0.23, -0.69], [-2.37, -0.19, 0.77], [1.31, -1.94, -0.03], [-0.34, -1.79, -0.50]], "lowdin_charge": [-0.263, -0.266, -0.386, 0.153, -0.035, 0.027, 0.116, 0.129, 0.205, 0.073, 0.073, 0.062, 0.112]}

---

ii is preferred energetically. Next in line: 177.8 kJ/mol higher.